{
  "formula": "C16H48O16",
  "method": "ωB97M-V/def2-TZVPD",
  "species": ["O", "O", "O", "O", "O", "O", "O", "O", "O", "O", "O", "O", "O", "O", "O", "O", "C", "C", "C", "C", "C", "C", "C", "C", "C", "C", "C", "C", "C", "C", "C", "C", "H", "H", "H", "H", "H", "H", "H", "H", "H", "H", "H", "H", "H", "H", "H", "H", "H", "H", "H", "H", "H", "H", "H", "H", "H", "H", "H", "H", "H", "H", "H", "H", "H", "H", "H", "H", "H", "H", "H", "H", "H", "H", "H", "H", "H", "H", "H", "H"],
  "coordinates": [[6.5848, 14.8512, 14.2294], [4.6475, 10.3713, 11.6851], [11.5036, 16.7312, 11.4054], [9.7556, 14.3446, 12.4797], [8.4735, 9.3881, 5.8421], [12.3670, 6.9967, 9.4884], [12.6787, 13.4208, 9.0249], [13.9031, 11.1015, 9.9971], [10.0170, 13.0075, 9.9863], [9.6388, 7.5426, 8.7560], [14.5309, 8.3503, 10.2567], [6.4068, 11.5156, 13.4145], [12.3960, 12.1377, 12.7929], [8.7548, 17.7760, 10.4947], [14.5082, 14.1273, 11.5990], [7.1898, 13.8453, 7.6866], [12.9574, 12.4273, 8.1215], [5.7813, 11.0955, 11.1032], [12.8915, 11.1532, 8.9196], [7.5860, 15.2224, 13.3143], [10.0281, 18.4240, 10.3771], [6.9133, 11.1671, 12.1261], [8.5586, 8.8891, 7.2341], [9.0817, 13.8655, 9.2647], [13.4936, 8.0074, 11.2290], [13.8989, 14.1257, 12.9093], [12.8150, 6.8093, 10.8163], [13.4682, 12.7655, 13.3807], [9.5918, 7.8192, 7.3929], [8.3300, 13.1257, 8.1363], [10.9583, 18.0414, 11.5128], [8.9797, 14.5980, 13.6270], [7.3554, 10.1579, 12.2580], [8.7779, 9.7977, 7.7423], [10.5648, 8.1859, 7.0425], [13.4406, 11.4652, 10.7896], [11.5161, 12.5736, 12.7403], [11.8482, 13.3400, 9.5174], [11.9329, 6.7036, 11.4643], [12.7358, 8.8204, 11.4259], [7.9753, 12.1227, 8.5242], [7.3600, 14.9663, 12.2280], [12.9964, 14.8119, 12.9630], [13.9487, 7.9284, 12.2426], [10.3058, 18.0325, 12.4364], [7.6448, 16.3176, 13.4226], [13.3974, 12.7659, 14.4758], [6.2437, 10.6104, 10.2754], [9.5884, 14.6851, 8.7720], [9.9306, 13.4495, 10.8459], [13.9551, 12.4792, 7.7080], [12.3945, 16.8114, 11.0452], [13.0162, 10.1844, 8.3843], [14.7480, 14.5387, 13.5484], [9.3441, 6.9733, 6.7231], [5.3778, 12.0947, 10.8198], [8.2633, 14.2216, 9.9068], [5.5233, 11.1713, 13.4565], [8.7384, 13.6359, 14.1294], [11.7639, 18.7561, 11.6478], [10.5266, 18.1172, 9.4802], [9.8117, 19.4890, 10.4635], [14.3325, 12.0844, 13.2013], [6.2555, 13.9627, 13.9575], [13.3953, 5.9469, 10.9147], [9.5893, 15.1849, 14.2983], [10.0067, 15.2150, 12.0680], [10.5433, 7.3201, 8.9057], [8.9930, 12.9294, 7.3147], [13.9447, 13.8900, 10.8326], [7.6813, 11.8633, 11.8105], [7.6816, 8.4402, 7.6749], [13.2229, 7.1651, 8.9270], [14.4330, 9.3116, 10.2233], [4.5753, 9.5261, 11.1982], [12.3483, 12.4269, 7.1567], [8.9612, 16.8690, 10.6154], [11.9073, 11.1605, 9.3080], [7.5767, 14.6096, 7.1495], [8.6176, 8.6037, 5.2777]],
  "homo_energy_ev": -10.04,
  "e_tot_ha": -1842.06786,
  "smiles": "OCCO.OCCO.OCCO.OCCO.OCCO.OCCO.OCCO.OCCO",
  "e_above_lowest_kcal_mol": 47.2,
  "total_charge": 0,
  "lumo_ha": 0.0134,
  "homo_lumo_gap_ev": 10.410
}